C46H38ILuN2OP2S | ωB97M-V/def2-TZVPD

```
92
Properties=species:S:1:pos:R:3:forces:R:3
Lu 16.635 -14.179 -6.032 0.05 -0.45 -0.27
I 18.068 -16.238 -4.610 0.95 0.20 0.52
C 17.046 -17.824 -5.415 -1.52 -1.28 0.19
C 16.167 -18.460 -4.553 0.12 0.99 0.75
C 15.602 -19.716 -4.797 0.30 0.41 -0.45
C 15.984 -20.357 -5.928 0.98 0.41 -0.24
C 16.886 -19.751 -6.849 0.05 1.04 -0.30
C 17.328 -20.410 -8.008 0.13 -0.88 -1.13
C 18.141 -19.815 -8.948 -0.49 0.24 1.09
C 18.318 -18.425 -8.858 0.73 0.05 -0.41
C 17.827 -17.657 -7.818 0.65 -0.52 -0.72
P 17.253 -15.959 -8.289 -0.04 -0.04 1.06
C 18.323 -15.150 -9.545 0.50 -0.46 -0.18
C 19.735 -15.148 -9.513 -1.93 1.38 -2.09
C 20.410 -14.451 -10.523 0.26 -1.15 1.45
C 19.747 -13.803 -11.529 -0.06 0.53 -0.98
C 18.381 -13.767 -11.574 -0.66 -1.54 2.20
C 17.664 -14.467 -10.567 0.90 0.82 -0.41
C 15.745 -16.402 -9.208 -0.17 -0.16 -0.28
C 15.797 -17.317 -10.264 -1.85 0.67 0.18
C 14.640 -17.637 -10.996 0.47 0.67 0.44
C 13.494 -16.844 -10.794 0.05 -0.68 0.48
C 13.455 -15.914 -9.754 0.36 -0.55 0.59
C 14.533 -15.775 -8.886 0.84 0.13 -0.70
C 17.315 -18.383 -6.691 -0.67 0.30 0.22
H 15.857 -17.957 -3.629 0.46 -0.18 -0.23
H 14.947 -20.154 -4.071 -0.27 -0.14 0.12
H 15.668 -21.345 -6.131 -0.30 -0.92 -0.21
H 16.987 -21.424 -8.217 0.10 0.08 0.33
H 18.546 -20.341 -9.796 -0.07 -0.20 -0.03
H 18.857 -17.991 -9.704 -0.38 0.36 0.23
H 20.238 -15.700 -8.804 1.17 -0.97 1.53
H 21.481 -14.496 -10.485 0.39 0.15 -0.21
H 20.254 -13.334 -12.356 0.48 0.12 0.10
H 17.873 -13.269 -12.346 -0.64 0.56 -0.85
H 16.599 -14.428 -10.549 -0.70 -0.08 -0.32
H 16.716 -17.760 -10.502 1.00 -0.76 -0.35
H 14.706 -18.490 -11.679 -0.34 0.60 -0.02
H 12.567 -17.034 -11.323 0.24 0.01 -0.24
H 12.560 -15.386 -9.486 -0.43 0.15 -0.33
H 14.515 -15.123 -8.015 -0.44 -0.33 -0.41
O 15.338 -13.110 -7.992 -0.21 0.13 -0.49
N 15.996 -12.324 -7.058 0.25 1.26 1.56
C 15.572 -11.130 -6.863 0.79 -0.17 -0.04
C 16.072 -10.225 -5.782 0.43 -1.37 -0.49
C 15.872 -8.864 -6.050 -0.49 0.23 0.59
C 16.374 -7.880 -5.206 0.26 -1.57 0.37
C 17.177 -8.319 -4.148 0.58 2.34 -0.20
C 17.439 -9.630 -3.892 -0.37 -1.58 -0.46
C 16.839 -10.666 -4.668 0.56 1.77 0.54
P 17.038 -12.341 -3.955 -1.08 0.04 0.42
C 18.549 -12.374 -2.977 0.14 -0.10 -0.55
C 19.651 -12.947 -3.649 -0.02 0.86 1.85
C 20.860 -12.987 -2.968 -0.92 -0.01 0.69
C 20.969 -12.504 -1.662 0.16 -0.30 0.02
C 19.873 -11.962 -1.015 -0.54 0.52 -0.45
C 18.634 -11.877 -1.668 0.13 0.29 0.26
C 15.752 -12.294 -2.626 -1.34 0.77 -0.69
C 14.643 -11.387 -2.667 0.12 -1.46 0.75
C 13.670 -11.376 -1.662 1.25 0.04 -1.26
C 13.814 -12.207 -0.584 1.08 -1.29 0.11
C 14.825 -13.194 -0.560 0.52 1.11 -0.85
C 15.802 -13.240 -1.605 -0.86 -0.10 1.15
H 16.024 -13.697 -8.383 -0.09 0.47 -0.45
H 14.921 -10.738 -7.620 -0.58 0.37 -0.18
H 15.216 -8.616 -6.871 0.12 0.19 -0.23
H 16.184 -6.835 -5.309 -0.14 0.43 -0.37
H 17.699 -7.528 -3.570 -0.52 -0.74 -0.17
H 18.130 -9.868 -3.087 -0.28 -0.08 -0.14
H 19.556 -13.317 -4.644 -0.05 -0.19 -0.66
H 21.659 -13.501 -3.408 1.25 -0.38 -0.62
H 21.900 -12.585 -1.092 -0.21 0.03 -0.47
H 20.021 -11.522 -0.042 -0.22 -0.13 0.21
H 17.762 -11.387 -1.158 0.93 -0.66 -0.62
H 14.377 -10.751 -3.478 0.70 0.50 -0.79
H 12.867 -10.686 -1.828 -0.42 0.21 0.50
H 13.175 -12.115 0.254 -0.70 -0.09 0.67
H 14.892 -13.806 0.334 0.14 -0.19 -0.33
H 16.620 -13.974 -1.590 -0.45 0.31 0.17
H 18.338 -13.567 -6.719 0.12 -0.08 0.13
S 14.370 -15.670 -5.434 1.44 -0.96 0.03
C 13.095 -14.601 -5.425 -0.92 -1.29 -0.05
N 11.858 -15.172 -5.265 -1.04 0.76 0.34
C 10.757 -14.403 -4.956 1.47 -0.38 0.14
C 10.876 -13.040 -4.858 -1.43 -0.75 -0.39
C 12.051 -12.463 -5.235 2.65 0.83 -0.72
C 13.169 -13.240 -5.524 -0.81 1.30 0.65
H 11.813 -16.209 -5.297 -0.05 1.05 0.14
H 9.853 -14.904 -4.708 -0.49 -0.48 -0.09
H 10.001 -12.464 -4.625 -0.16 0.14 0.17
H 12.242 -11.387 -5.317 -0.65 -0.28 0.30
H 14.142 -12.788 -5.644 -0.24 0.10 -0.11
```
Forces are in eV/Å.

Charge ... +2
E_LUMO ... -5.62 eV
E_HOMO ... -12.735 eV

=====

C46H38IMoN4O2SSb | ωB97M-V/def2-TZVPD

```
94
Properties=species:S:1:pos:R:3:forces:R:3
Mo -1.088 -0.592 -0.855 0.54 0.77 2.45
C -4.760 1.748 -2.235 0.07 1.05 -0.22
O -5.049 0.368 -2.034 -0.48 -1.13 0.17
C -3.963 -0.216 -1.649 0.98 0.87 0.14
N -2.879 0.501 -1.470 -0.84 -0.76 -0.23
C -3.286 1.890 -1.759 0.02 0.69 -0.16
C -2.446 2.603 -2.799 0.02 -0.06 0.00
C -2.687 3.965 -2.986 0.21 -0.34 0.13
C -1.962 4.678 -3.922 0.05 0.01 -0.08
C -1.004 4.033 -4.692 0.05 -0.11 0.02
C -0.769 2.674 -4.519 -0.01 0.16 -0.05
C -1.493 1.956 -3.579 -0.24 -0.39 0.21
C -3.875 -1.638 -1.451 0.31 -0.47 0.14
C -4.931 -2.539 -1.554 0.27 -0.24 0.08
C -4.667 -3.895 -1.397 -0.11 0.49 -0.07
C -3.350 -4.295 -1.191 0.61 0.43 0.11
C -2.357 -3.323 -1.098 -1.25 -0.15 -0.16
N -2.598 -1.988 -1.189 -1.82 -1.52 -0.50
C -0.948 -3.560 -0.945 1.03 0.41 0.15
N -0.177 -2.505 -0.787 -0.34 -0.74 -0.59
C 1.194 -3.021 -0.653 0.73 -0.04 0.26
C 1.030 -4.532 -0.980 1.21 0.16 -0.11
O -0.386 -4.725 -1.000 -1.39 0.23 0.06
C 2.207 -2.348 -1.548 -0.21 0.03 0.13
C 3.552 -2.632 -1.325 -0.27 0.15 -0.02
C 4.521 -2.116 -2.164 0.05 -0.05 0.06
C 4.153 -1.314 -3.233 -0.04 0.15 -0.08
C 2.815 -1.014 -3.452 0.02 0.03 -0.01
C 1.840 -1.528 -2.610 -0.58 -0.04 -0.02
H -5.473 2.338 -1.655 0.15 -0.13 -0.05
H -4.891 1.973 -3.300 0.10 -0.10 0.25
H -3.274 2.443 -0.809 0.02 -0.07 -0.18
H -3.442 4.462 -2.396 -0.13 0.14 0.12
H -2.154 5.731 -4.051 -0.02 0.12 -0.10
H -0.457 4.577 -5.446 0.07 0.09 -0.05
H -0.039 2.176 -5.139 0.05 -0.08 -0.11
H -1.331 0.873 -3.468 -0.07 0.53 -0.15
H -5.926 -2.168 -1.751 -0.06 0.02 -0.04
H -5.465 -4.620 -1.459 -0.04 -0.07 -0.01
H -3.088 -5.339 -1.098 0.06 -0.06 -0.02
H 1.498 -2.905 0.400 -0.13 -0.03 -0.32
H 1.465 -5.200 -0.234 -0.14 0.14 -0.05
H 1.427 -4.793 -1.968 -0.19 0.06 0.19
H 3.824 -3.281 -0.506 0.13 -0.11 0.15
H 5.558 -2.358 -1.992 0.16 -0.01 -0.04
H 4.902 -0.938 -3.910 0.12 0.05 -0.08
H 2.534 -0.410 -4.300 -0.04 0.06 -0.16
H 0.770 -1.329 -2.826 0.65 -0.14 0.02
S -1.616 -0.606 1.492 -0.02 0.38 -0.67
Sb 0.424 0.012 2.870 -0.54 -0.28 -0.37
C 0.095 1.078 4.779 0.16 -0.78 -1.16
C 0.736 0.518 5.869 0.11 -0.16 -0.04
C 0.599 1.152 7.094 0.05 -0.07 0.00
C -0.162 2.307 7.198 0.00 -0.04 0.03
C -0.779 2.852 6.081 -0.03 -0.02 -0.14
C -0.662 2.234 4.844 -0.18 0.19 -0.19
C 0.869 1.366 1.193 0.30 -0.74 1.10
C -0.011 2.590 0.994 -0.43 0.06 0.44
C 0.898 3.795 0.708 0.11 0.10 0.30
C 2.196 3.257 -0.991 1.66 -0.36 -0.19
C 2.449 1.927 -1.481 -1.22 0.41 0.63
C 2.348 0.962 -0.395 0.91 -0.28 0.11
C 1.269 -2.047 2.926 -0.09 1.20 0.08
C 2.543 -2.359 2.472 0.09 0.13 0.11
C 2.998 -3.664 2.622 0.00 0.11 -0.07
C 2.187 -4.628 3.200 0.04 0.02 0.00
C 0.910 -4.300 3.632 -0.07 0.03 0.00
C 0.441 -2.999 3.507 -0.16 0.21 -0.04
H 1.333 -0.378 5.778 0.04 -0.11 0.07
H 1.088 0.734 7.961 0.01 -0.01 0.08
H -0.284 2.779 8.160 0.02 0.09 0.09
H -1.361 3.757 6.168 -0.05 0.04 0.01
H -1.165 2.654 3.981 0.01 -0.05 0.06
H -0.834 2.726 1.691 0.01 -0.07 -0.04
H 0.742 4.727 1.237 -0.02 0.07 -0.06
H 2.710 4.051 -1.529 -0.12 0.08 -0.23
H 2.538 1.640 -2.516 0.16 -0.04 -0.35
H 2.992 0.088 -0.473 0.02 -0.14 -0.17
H 3.193 -1.613 2.034 0.00 -0.02 0.06
H 4.004 -3.908 2.311 0.07 -0.06 -0.03
H 2.563 -5.631 3.339 0.01 -0.11 0.01
H 0.281 -5.046 4.091 -0.05 -0.07 0.07
H -0.546 -2.742 3.872 -0.04 -0.05 0.02
I 3.661 1.216 2.553 -0.30 0.29 -0.61
C 2.326 1.773 0.938 0.46 -0.32 0.46
C 2.330 3.254 0.551 0.18 0.07 0.27
C 0.666 3.637 -0.806 -1.00 0.01 -0.45
C -0.375 2.523 -0.515 -0.80 0.29 0.51
N -0.211 1.158 -0.929 -0.08 0.25 -1.11
C 0.820 0.612 -0.145 -0.29 -0.35 -0.04
H 3.136 3.846 0.973 0.06 0.02 -0.09
H 0.329 4.432 -1.460 0.11 0.00 -0.21
H -1.360 2.906 -0.756 0.16 0.04 0.00
H 0.619 -0.514 -0.135 1.46 0.04 0.56
```
Forces are in eV/Å.

Charge ... +4
E_LUMO (spin up / spin down) ... -13.00 / -13.00 eV
Energy relative to the best compared isomer or geometry (same formula, charge and spin) ... 111.29 kcal per mole
E_HOMO (spin up / spin down) ... -18.321 / -18.321 eV

=====

C46H39BN4O6P2Tl | ωB97M-V/def2-TZVPD

```
99
Properties=species:S:1:pos:R:3:forces:R:3
Tl -1.123 1.200 0.414 0.46 0.73 0.18
C -1.077 1.780 -3.937 0.29 0.16 0.11
O -2.268 1.214 -4.496 -0.13 -0.31 0.24
C -3.202 0.596 -3.766 -0.03 0.41 -0.42
C -4.383 0.313 -4.421 0.06 -0.06 -0.07
C -5.435 -0.320 -3.763 0.05 0.07 0.05
C -5.351 -0.622 -2.414 -0.13 -0.03 0.12
C -4.202 -0.343 -1.678 -0.09 -0.08 0.39
C -4.255 -0.622 -0.282 -1.19 -0.53 -0.40
N -3.329 -0.446 0.627 2.06 0.48 0.34
N -3.651 -0.608 1.856 -2.08 -0.48 -0.58
C -2.678 -0.506 2.829 1.53 0.52 0.36
O -1.536 -0.082 2.621 -0.62 -0.33 -0.06
C -3.142 -0.821 4.195 -0.07 -0.04 0.06
C -4.482 -1.086 4.477 0.02 0.03 -0.11
C -4.882 -1.306 5.784 -0.02 -0.02 0.06
C -3.950 -1.271 6.812 -0.03 -0.01 -0.04
C -2.611 -1.024 6.533 0.08 0.00 0.00
C -2.208 -0.797 5.231 0.02 0.04 -0.05
C -3.032 0.208 -2.367 0.58 -0.09 0.18
O -1.917 0.267 -1.822 -0.49 0.01 -0.44
H -0.634 2.361 -4.741 -0.09 -0.01 -0.01
H -0.374 1.014 -3.615 -0.05 -0.04 -0.03
H -1.305 2.433 -3.094 -0.04 -0.02 -0.04
H -4.467 0.598 -5.461 0.01 -0.03 -0.01
H -6.341 -0.545 -4.309 -0.02 0.00 0.01
H -6.199 -1.062 -1.906 -0.01 -0.02 -0.03
H -5.189 -1.078 0.057 0.02 0.09 0.05
H -5.199 -1.091 3.669 -0.03 -0.01 0.04
H -5.925 -1.490 6.005 0.00 -0.01 -0.01
H -4.266 -1.427 7.835 -0.01 -0.02 0.00
H -1.884 -0.998 7.333 -0.01 0.00 0.01
H -1.174 -0.585 4.993 0.02 -0.01 0.02
C 2.805 -2.449 -0.029 0.10 -0.13 0.08
N 1.938 -1.262 -0.015 -0.19 0.32 -0.41
P 2.682 0.205 -0.327 0.08 0.58 0.34
C 4.212 0.166 0.637 -0.03 -0.08 -0.40
C 5.471 0.140 0.047 -0.06 -0.03 0.08
C 6.605 0.148 0.847 0.07 0.02 -0.03
C 6.481 0.165 2.227 0.01 0.00 -0.06
C 5.222 0.168 2.816 -0.03 0.01 0.07
C 4.087 0.179 2.026 0.00 0.04 -0.04
C 3.097 0.457 -2.067 -0.06 -0.09 0.31
C 3.838 1.581 -2.438 0.01 -0.06 -0.09
C 3.959 1.908 -3.778 0.06 0.01 0.03
C 3.345 1.124 -4.746 -0.01 -0.02 -0.03
C 2.633 -0.008 -4.380 -0.06 -0.03 -0.06
C 2.507 -0.341 -3.040 0.09 -0.01 0.04
P 0.209 -1.446 -0.197 0.60 -0.46 0.17
C 0.084 -2.732 -1.504 -0.16 0.22 0.03
C -0.316 -2.324 -2.776 -0.06 0.00 0.06
C -0.337 -3.222 -3.833 0.05 -0.04 -0.07
C 0.046 -4.538 -3.625 0.00 0.00 0.00
C 0.401 -4.965 -2.353 0.04 -0.04 0.07
C 0.414 -4.071 -1.294 -0.04 -0.01 -0.07
C -0.185 -2.451 1.270 -0.10 0.10 0.00
C -1.386 -3.160 1.255 0.07 0.00 0.00
C -1.810 -3.846 2.382 -0.06 0.02 -0.01
C -1.034 -3.830 3.533 0.02 -0.01 0.04
C 0.149 -3.108 3.560 -0.04 -0.01 0.08
C 0.564 -2.403 2.440 0.02 0.01 -0.05
H 3.831 -2.155 0.185 -0.03 -0.08 0.06
H 2.789 -2.959 -0.993 -0.04 0.06 -0.04
H 2.478 -3.149 0.740 0.03 0.00 -0.01
H 5.564 0.114 -1.031 0.05 -0.01 0.01
H 7.585 0.145 0.388 0.01 -0.01 0.02
H 7.368 0.183 2.846 0.00 -0.03 0.02
H 5.131 0.172 3.894 -0.01 0.02 0.01
H 3.098 0.214 2.468 0.02 0.04 0.05
H 4.297 2.201 -1.681 -0.01 0.04 -0.04
H 4.527 2.782 -4.069 -0.01 0.01 0.01
H 3.427 1.397 -5.790 0.02 -0.02 -0.01
H 2.168 -0.630 -5.134 0.02 -0.01 -0.01
H 1.957 -1.225 -2.751 -0.04 -0.04 -0.02
H -0.622 -1.296 -2.923 0.09 0.00 -0.07
H -0.642 -2.899 -4.821 -0.01 0.03 0.01
H 0.068 -5.238 -4.451 -0.07 0.00 -0.01
H 0.674 -5.998 -2.183 0.00 0.00 -0.01
H 0.674 -4.418 -0.302 0.02 0.00 0.00
H -1.987 -3.168 0.352 -0.02 -0.08 0.01
H -2.746 -4.389 2.364 0.01 -0.02 -0.01
H -1.356 -4.374 4.412 -0.02 0.01 0.00
H 0.746 -3.087 4.463 0.01 0.02 -0.01
H 1.466 -1.804 2.477 0.03 -0.04 0.00
O 2.083 2.579 -0.483 0.23 -0.05 -0.23
N 1.680 1.365 0.212 -0.47 -0.37 -0.07
O 1.673 4.905 -0.867 0.21 0.10 -0.24
B 1.481 3.733 -0.152 -0.37 -0.13 0.49
O 0.574 3.913 0.894 -0.04 -0.15 0.10
C 0.202 5.238 0.817 0.07 0.16 -0.25
C -0.682 5.931 1.611 0.15 -0.24 -0.03
C -0.878 7.274 1.299 -0.04 0.04 0.00
C -0.219 7.871 0.232 -0.09 0.07 0.05
C 0.669 7.158 -0.570 0.16 -0.12 -0.08
C 0.867 5.835 -0.251 -0.23 0.01 0.28
H -1.181 5.444 2.437 -0.03 0.05 0.01
H -1.557 7.859 1.905 0.00 0.03 -0.02
H -0.401 8.914 0.014 0.01 0.01 0.01
H 1.187 7.623 -1.397 0.00 -0.01 -0.01
```
Forces are in eV/Å.

Charge ... +1
E_LUMO (spin up / spin down) ... -4.96 / -5.01 eV
Energy relative to the best compared isomer or geometry (same formula, charge and spin) ... 48.69 kcal per mole
E_HOMO (spin up / spin down) ... -10.027 / -10.024 eV

=====

no.,M (Da)
1,1030.71
2,1055.51
3,1020.98